ORCA calculation (the ωB97M-V functional and the def2-TZVPD basis) on 2 unconnected molecules or ions with the total composition C5H12NO at a distorted geometry.

The charge is -1. The HOMO energy is -2.45 eV. The frontier orbital gap is 5.09 eV. The energy relative to the best compared isomer or geometry (same formula, charge and spin) comes out at 4.140 eV. The calculation puts the electronic energy at -327.543909 Ha.

Last column: Mulliken charge in e.
CARTESIAN COORDINATES (ANGSTROEM)
C 3.10575 0.48992 1.21756  -0.256
N 3.26045 -0.82641 1.48185  -0.620
C -0.56413 -1.62138 -0.66988  -1.127
C -0.37128 -0.22192 -1.19036  -0.249
C -0.79325 0.89141 -0.22811  -0.384
C -2.28323 0.93742 0.23185  -0.424
O -3.16583 1.00560 -0.76414  -0.860
H 2.34535 1.15615 1.68533  0.228
H 2.21107 -0.65388 1.23784  0.388
H 3.45977 1.01791 0.32464  0.239
H -0.58916 1.84079 -0.74233  0.328
H -0.32481 -2.44265 -1.38881  0.318
H -1.56401 -1.78076 -0.26071  0.337
H 0.10617 -1.86266 0.18503  0.189
H -0.89831 -0.18803 -2.17065  0.280
H 0.70209 -0.24731 -1.44334  0.244
H -0.06779 0.77877 0.61342  0.054
H -2.22438 1.75390 1.06055  0.190
H -2.34447 -0.02686 0.82024  0.125


ORCA calculation (the ωB97M-V functional and the def2-TZVPD basis) on a single C4H6N2O2 molecule at a distorted geometry.

The charge is 0. The HOMO energy is -8.91 eV. As for the structure (SMILES): CC1OC=NN=CO1. The frontier orbital gap is 9.71 eV. The energy relative to the best compared isomer or geometry (same formula, charge and spin) comes out at 3.549 eV. The calculation puts the electronic energy at -415.910207 Ha.

Last column: Mulliken charge in e.
CARTESIAN COORDINATES (ANGSTROEM)
C 0.11211 1.51961 0.41375  -0.963
C -0.08217 0.63688 -0.81104  0.187
O -1.28808 -0.07323 -0.64650  -0.419
C -1.43223 -0.97402 0.41676  0.038
N -0.51731 -1.68315 0.93968  -0.418
N 0.72360 -1.81208 0.49411  -0.269
C 1.35815 -1.29308 -0.42859  0.230
O 0.99198 -0.22987 -1.14304  -0.382
H 0.82186 2.40710 0.26949  0.312
H 0.50145 0.88841 1.28275  0.275
H -0.80592 2.08235 0.86738  0.304
H -0.24759 1.24454 -1.65284  0.280
H -2.39785 -0.98079 0.87347  0.446
H 2.26201 -1.73268 -0.87539  0.379


ORCA calculation (the ωB97M-V functional and the def2-TZVPD basis) on 3 unconnected molecules or ions with the total composition C27H56BF6N3O16PS at a distorted geometry.

The charge is -1. The HOMO energy is -6.14 eV. The frontier orbital gap is 8.39 eV. The calculation puts the electronic energy at -3794.123782 Ha.

Last column: Mulliken charge in e.
CARTESIAN COORDINATES (ANGSTROEM)
C -0.19594 2.27500 3.24121  -0.901
C -1.52793 2.16073 4.00517  0.202
C -2.74266 2.48874 3.13462  -1.119
C -3.07405 1.43138 2.07394  -0.367
N -3.18419 0.08533 2.63842  0.322
C -2.91900 -0.96557 1.65845  -2.167
N -3.61284 -0.69559 0.41495  -0.373
O -1.55829 -0.90423 1.37215  0.521
P -0.60102 -2.25974 1.79278  2.456
O -0.56079 -1.70003 3.42470  -1.144
C -0.68229 -2.86069 -0.00437  -0.473
O -0.42835 -4.23547 -0.22424  -0.309
C 0.75402 -4.54261 -0.88091  -0.189
O 1.36645 -5.65341 -0.26574  -0.371
C 2.77524 -5.60496 -0.22629  -0.526
C 3.25755 -5.11135 1.12092  0.471
O 4.69408 -5.09646 1.07626  -0.592
N 0.44244 -3.63687 2.26975  -0.602
C 0.69709 -3.88210 3.41032  0.708
O 0.95187 -4.20097 4.48708  -0.605
C 1.02326 -1.20010 1.37006  -0.174
F 1.92363 -1.91285 0.60201  -0.261
F 1.74827 -0.79594 2.46984  -0.344
F 0.77522 -0.05082 0.65302  -0.241
O -2.01613 -3.14419 2.18141  -1.039
C -3.15834 -2.36805 2.36175  0.554
B -3.44808 -2.35698 4.00525  1.153
O -2.66356 -3.19482 4.71911  -0.642
C -4.52144 -1.53230 4.82874  -0.564
C -3.87806 -0.32718 5.57679  -0.847
S -4.38553 -3.48535 1.52723  1.328
O -4.21087 -4.80216 2.06431  -0.734
O -4.48064 -3.31242 0.10364  -0.660
C -6.06531 -2.97506 2.14549  0.608
F -6.24163 -1.63972 2.03545  -0.231
F -6.25690 -3.32803 3.41524  -0.199
F -6.96451 -3.59253 1.37758  -0.235
H 0.26101 1.29638 3.10199  -0.054
H -0.31773 2.69577 2.24276  0.232
H 0.52786 2.87348 3.79511  0.378
H -1.52845 2.83636 4.86228  0.521
H -1.61310 1.14366 4.37913  -0.312
H -2.52191 3.41476 2.59447  0.475
H -3.61690 2.70427 3.75715  0.421
H -3.98790 1.73978 1.55825  0.175
H -2.28338 1.43610 1.32645  0.121
H -4.13141 -0.04099 2.97898  0.223
H -3.32011 -1.33656 -0.30433  0.498
H -4.61681 -0.74232 0.51445  0.364
H -1.01294 -0.84761 3.47443  -0.045
H -0.06036 -2.23226 -0.64627  0.237
H -1.71414 -2.69004 -0.31119  0.237
H 1.44125 -3.69052 -0.87337  0.135
H 0.53503 -4.81836 -1.92398  0.228
H 3.15126 -6.61986 -0.38262  0.375
H 3.20500 -4.98451 -1.01829  0.304
H 2.91773 -5.78727 1.90836  0.233
H 2.86527 -4.11710 1.33368  -0.337
H 4.99291 -4.35507 1.60964  0.342
H -1.71661 -3.07831 4.52748  0.308
H -4.86432 -2.21718 5.60825  0.524
H -5.41287 -1.23235 4.28599  0.293
H -2.82276 -0.22451 5.33421  0.116
H -4.34683 0.60751 5.27656  0.251
H -3.95893 -0.45856 6.65252  0.343
C 1.42210 0.54932 -8.33695  -0.833
O 1.09061 0.80065 -6.99455  -0.171
C -0.18870 1.39390 -6.86565  -0.663
C -0.66023 1.36299 -5.42951  -0.070
O -1.22247 0.12736 -5.03256  -0.472
C -0.31173 -0.92182 -4.72781  -0.622
C 0.35985 -0.77876 -3.38208  0.065
O 1.44894 0.12283 -3.46326  -0.418
C 1.89579 0.49938 -2.17298  -0.513
H 1.42048 1.47339 -8.92962  0.312
H 2.42267 0.12185 -8.35362  0.229
H 0.72388 -0.16416 -8.79156  0.320
H -0.91508 0.86090 -7.49283  0.349
H -0.13222 2.44012 -7.20260  0.442
H -1.47489 2.08530 -5.33879  0.404
H 0.14325 1.66864 -4.75567  -0.068
H 0.43531 -1.03771 -5.51670  0.223
H -0.92373 -1.82508 -4.70118  0.421
H 0.72823 -1.76332 -3.05767  0.179
H -0.37318 -0.42387 -2.64609  0.113
H 1.11074 1.02874 -1.62560  0.296
H 2.74652 1.16607 -2.30503  0.185
H 2.20989 -0.37083 -1.59012  0.292
C 5.26011 6.39516 1.05473  -0.781
O 4.78149 5.37851 0.21028  -0.233
C 4.30008 4.26496 0.94575  -0.848
C 3.50855 3.33157 0.06072  -0.247
O 2.16927 3.74301 -0.15379  -0.202
C 1.96413 4.79157 -1.08160  -0.723
C 2.06879 4.34191 -2.52053  0.017
O 3.42086 4.26099 -2.93174  -0.322
C 3.55327 3.55503 -4.14443  -0.521
H 6.07681 6.03427 1.69255  0.306
H 5.63537 7.19810 0.42292  0.227
H 4.46072 6.79006 1.69373  0.325
H 3.65913 4.60724 1.76795  0.355
H 5.15505 3.71891 1.36897  0.470
H 3.42681 2.37564 0.58189  0.287
H 4.02967 3.16062 -0.88409  0.228
H 2.62688 5.63839 -0.88675  0.245
H 0.93564 5.11943 -0.91616  0.384
H 1.53820 5.05975 -3.16441  0.495
H 1.58734 3.36071 -2.61932  -0.128
H 3.21396 2.51782 -4.04179  0.133
H 4.60835 3.55663 -4.41126  0.261
H 2.98286 4.03643 -4.94932  0.275


ORCA calculation (the ωB97M-V functional and the def2-TZVPD basis) on a molecular structure, C32H52BMnN12 at a distorted geometry.

The charge is +3. The HOMO energy (spin up / spin down) is -15.30 / -16.13 eV. The frontier orbital gap (spin up / spin down) is 5.23 / 5.41 eV. The spin multiplicity is 4. The calculation puts the electronic energy at -3082.449188 Ha. As for the expectation value of S²: 3.818.

Last column: Löwdin spin population.
CARTESIAN COORDINATES (ANGSTROEM)
Mn -0.18414 -0.60548 0.21361  1.843
B -3.03868 1.34229 0.64238  0.011
N -1.76574 1.89012 -0.03547  -0.001
C -1.67609 3.11930 -0.55142  0.018
C -0.42318 3.27287 -1.13225  0.006
C 0.20512 2.05602 -0.93378  0.011
N -0.61582 1.23113 -0.25624  -0.022
N -2.97953 -0.17526 0.74998  0.033
C -4.05199 -0.97463 1.08084  0.007
C -3.66427 -2.26073 1.13516  0.049
C -2.19077 -2.28717 0.85714  -0.002
N -1.90948 -0.88396 0.56955  -0.082
H -3.13027 1.76728 1.74826  0.009
H -3.99288 1.63330 0.00576  0.005
H -2.48671 3.81903 -0.49458  0.001
H -0.02633 4.14218 -1.61201  0.000
H 1.18974 1.73482 -1.22842  0.000
H -5.01636 -0.53628 1.24883  0.000
H -4.25568 -3.12977 1.34621  0.002
H -1.93988 -2.92766 -0.00125  0.000
C -2.25434 0.40618 -2.83647  0.000
N -0.93193 0.20983 -3.38281  0.012
C -0.59569 1.09107 -4.48202  0.001
C -0.11705 -0.77370 -2.98170  0.006
N -0.07153 -1.13755 -1.67553  0.014
C 0.21849 -2.47138 -1.37575  0.006
C -0.48202 -3.53732 -2.07103  0.001
C -0.26749 -4.80730 -1.72662  -0.001
C 0.84297 -5.23689 -0.82408  0.001
C 1.27281 -4.14263 0.21215  0.008
C 3.40860 -3.96568 1.83369  0.368
C 3.23639 -2.92146 2.71288  0.039
C 2.28263 -1.93028 2.79733  0.359
C 1.05704 -1.80994 1.94918  0.049
N 0.34305 -0.55148 2.13751  0.008
C 0.33091 0.16230 3.27408  0.006
N 0.54850 -0.30420 4.52672  0.008
C 0.12636 -1.56179 5.10149  0.008
C 1.33383 0.48679 5.46175  0.000
N 0.07452 1.48898 3.18538  0.009
C 0.72185 2.36343 2.23482  0.000
C -0.66254 2.17751 4.22589  0.001
C 1.01606 -2.75821 -0.31071  0.023
N 0.70736 -1.34791 -3.87746  0.005
C 0.31265 -1.62139 -5.24857  0.001
C 2.01241 -1.85489 -3.51641  0.001
H -2.99289 0.17291 -3.60910  0.000
H -2.39013 1.44785 -2.55099  0.000
H -2.41612 -0.24117 -1.97332  0.000
H -0.78542 2.11623 -4.16116  0.000
H -1.20606 0.89754 -5.36491  0.000
H 0.45615 0.99455 -4.73573  0.000
H -1.22766 -3.26025 -2.80178  0.000
H -0.82506 -5.59976 -2.20105  0.000
H 0.51974 -6.11744 -0.26731  0.000
H 4.24714 -4.60775 2.06377  0.016
H 4.00350 -2.85320 3.47438  -0.005
H 2.47652 -1.12479 3.48339  0.017
H -0.78639 -1.92512 4.63937  0.000
H -0.09094 -1.38902 6.15608  0.000
H 0.91381 -2.31946 5.04038  0.004
H 1.83358 1.30745 4.95670  0.000
H 2.09876 -0.16129 5.89435  0.000
H 0.72580 0.87582 6.27852  0.000
H 1.24607 1.77354 1.48254  0.000
H 1.44536 3.00054 2.75366  0.000
H -0.00741 3.01632 1.75815  0.000
H -1.23670 1.46252 4.80878  0.000
H -1.35880 2.86461 3.74333  0.001
H -0.03339 2.76904 4.89568  0.000
H -0.73152 -1.36915 -5.41213  0.000
H 0.43874 -2.69331 -5.42827  0.000
H 0.93454 -1.08445 -5.96809  0.000
H 2.39378 -1.30243 -2.65879  0.000
H 2.68979 -1.69978 -4.35653  0.000
H 1.99530 -2.92495 -3.29424  0.000
C -0.65847 -6.34280 2.24946  0.001
C 0.60161 -5.47889 2.20312  0.004
N 0.46411 -4.25421 1.42477  0.004
C 2.79510 -4.33937 0.52883  0.055
C 1.93990 -5.71193 -1.80055  0.001
C 0.10056 -3.06489 2.15748  0.015
C -1.43464 -2.76772 2.12418  0.003
N 1.48730 -1.68093 0.50500  0.026
H -0.41207 -7.25602 2.78797  0.000
H -0.98850 -6.61730 1.24915  0.000
H -1.47994 -5.85981 2.77232  0.000
H 1.40457 -6.07667 1.77255  0.001
H 0.89728 -5.22963 3.22887  0.001
H 3.00909 -5.40129 0.41175  0.004
H 3.37308 -3.84071 -0.25996  0.019
H 1.47479 -6.29983 -2.58945  0.000
H 2.66908 -6.35985 -1.32507  0.000
H 2.45449 -4.87383 -2.26542  0.001
H 0.23820 -3.31721 3.21761  0.002
H -1.90614 -3.70469 2.41958  0.000
H -1.65363 -2.02434 2.89540  0.001
H 2.50734 -1.58971 0.48264  0.006


The lowest electronic energy belongs to which entry?
C27H56BF6N3O16PS


Number 1 is which compound?
C5H12NO


Which value of charge does entry 4 give?
+3